{"formula": "CH3IOS2", "method": "ωB97M-V/def2-TZVPD", "species": ["C", "O", "S", "S", "I", "H", "H", "H"], "positions_angstrom": [[1.320402, 0.181070, 0.228968], [-1.211754, -1.407973, -1.217466], [-1.647293, -0.683486, -0.010642], [-0.113928, 0.660546, 1.161344], [-3.273633, 1.121197, -0.461847], [1.270470, 0.617988, -0.733835], [2.229746, 0.425922, 0.631065], [1.425988, -0.915265, 0.402413]], "forces_ev_per_a": [[-1.33, -2.26, 0.43], [0.29, 1.41, 0.80], [0.25, -0.51, 0.75], [-1.04, -0.34, -0.76], [0.22, 0.00, -0.22], [-0.01, -0.38, -1.21], [2.04, 1.64, 1.58], [-0.42, 0.44, -1.37]], "de_lowest_kcal_mol": 24.1, "gap_ha": 0.286, "homo_energy_ev": -9.11}


{"formula": "C20H56N5O26P7", "method": "ωB97M-V/def2-TZVPD", "species": ["N", "C", "C", "C", "O", "O", "C", "N", "C", "N", "P", "N", "O", "O", "P", "N", "O", "O", "H", "H", "H", "H", "H", "H", "H", "H", "H", "H", "H", "C", "O", "P", "O", "O", "C", "O", "C", "H", "H", "H", "H", "H", "H", "H", "H", "H", "C", "O", "P", "O", "O", "C", "O", "C", "H", "H", "H", "H", "H", "H", "H", "H", "H", "C", "O", "P", "O", "O", "C", "O", "C", "H", "H", "H", "H", "H", "H", "H", "H", "H", "C", "O", "P", "O", "O", "C", "O", "C", "H", "H", "H", "H", "H", "H", "H", "H", "H", "C", "O", "P", "O", "O", "C", "O", "C", "H", "H", "H", "H", "H", "H", "H", "H", "H"], "positions_angstrom": [[-4.522596, 1.004931, -6.497083], [-4.206095, 0.926753, -5.428716], [-3.640240, 0.915208, -4.006618], [-2.064736, 0.625651, -4.176775], [-1.737649, 0.130482, -5.465015], [-1.314323, -1.185513, -5.423100], [-4.409927, -0.295287, -3.240805], [-3.680069, -1.528514, -3.616146], [-4.241418, -0.106949, -1.705068], [-4.048909, -0.081284, -0.589046], [-6.179801, -0.558722, -3.796128], [-7.055585, -1.348097, -2.761460], [-6.160217, -1.481489, -5.176203], [-6.983162, 0.870493, -4.068400], [-3.766467, 2.590319, -3.167993], [-3.181302, 3.662515, -4.158589], [-2.802936, 2.683493, -1.803826], [-5.298709, 3.070484, -2.853129], [-1.572828, 1.628636, -4.106332], [-1.649225, 0.023046, -3.341593], [-0.586798, -1.294242, -4.781335], [-2.901343, -1.681919, -2.979517], [-4.301404, -2.337309, -3.597604], [-6.489413, -1.548669, -1.933585], [-7.109543, -1.678959, -5.306686], [-7.033105, 0.935912, -5.046195], [-2.863867, 3.227872, -5.025281], [-2.331385, 1.833509, -1.719707], [-5.622508, 3.384064, -3.718465], [2.814949, -0.281447, -9.310923], [3.017994, -0.021211, -7.912174], [2.735768, -1.337246, -6.860595], [2.733601, -0.419541, -5.658835], [4.220220, -1.956531, -7.149547], [5.364560, -1.118970, -7.031517], [2.328151, -2.720202, -5.984065], [2.846839, -2.839199, -4.668266], [3.198908, 0.565698, -9.876969], [3.347817, -1.184803, -9.621146], [1.749605, -0.393968, -9.517184], [5.193876, -0.290654, -6.342508], [5.640685, -0.728539, -8.012671], [6.188055, -1.726881, -6.657184], [2.261270, -2.238990, -3.972634], [3.897375, -2.550528, -4.625818], [2.761192, -3.885539, -4.369323], [-4.138309, 3.206768, 1.645131], [-3.906085, 3.394857, 3.052662], [-4.238738, 2.048428, 4.044037], [-4.208760, 2.848535, 5.319923], [-2.786210, 1.387204, 3.685926], [-1.603017, 2.151701, 3.874296], [-4.725694, 0.579632, 4.694269], [-4.256425, 0.250332, 5.992743], [-3.720770, 4.058847, 1.111120], [-3.654915, 2.296198, 1.281156], [-5.210908, 3.154213, 1.453967], [-1.730329, 2.918104, 4.640511], [-1.310685, 2.620356, 2.932525], [-0.808899, 1.471663, 4.182936], [-4.842880, 0.770202, 6.749099], [-3.197408, 0.486713, 6.104842], [-4.393157, -0.823851, 6.126806], [-3.640616, 6.100301, 5.523815], [-3.961875, 7.231314, 6.357029], [-5.585751, 7.739043, 6.318814], [-5.302747, 9.058893, 6.986769], [-6.027489, 6.580801, 7.384318], [-5.346212, 6.477075, 8.626700], [-7.200878, 8.004446, 5.938074], [-7.970244, 8.772242, 6.849207], [-2.635439, 5.763221, 5.771807], [-4.339190, 5.278476, 5.693030], [-3.668790, 6.396346, 4.473727], [-4.912739, 7.429873, 8.934793], [-4.560413, 5.722641, 8.555720], [-6.066575, 6.156098, 9.379507], [-7.771082, 9.834075, 6.710007], [-7.771422, 8.481225, 7.881489], [-9.022504, 8.585554, 6.627695], [4.400485, -4.173046, 1.918546], [4.787171, -3.099206, 1.044719], [3.493704, -2.424466, 0.147686], [4.489873, -1.717963, -0.746236], [3.060338, -1.487745, 1.418200], [4.051477, -0.727673, 2.098958], [2.168445, -1.836735, -0.724986], [2.283142, -0.523290, -1.281622], [5.239442, -4.414291, 2.569728], [3.544922, -3.884309, 2.536328], [4.144885, -5.052532, 1.325277], [4.899318, -0.492889, 1.453763], [4.399746, -1.274447, 2.977065], [3.591010, 0.202772, 2.431467], [2.865690, -0.550004, -2.201171], [2.729607, 0.171196, -0.569427], [1.277157, -0.174093, -1.525349], [9.248245, -9.158487, 2.813936], [9.874218, -8.119943, 2.043828], [8.828424, -7.175872, 1.082944], [9.942861, -6.573332, 0.271834], [8.412608, -6.246014, 2.364051], [9.432174, -5.619558, 3.133000], [7.532582, -6.556349, 0.213080], [7.681206, -5.259306, -0.350540], [9.982605, -9.559318, 3.510680], [8.399715, -8.765884, 3.381538], [8.910082, -9.958661, 2.153767], [10.338202, -5.452155, 2.549022], [9.666838, -6.231735, 4.005871], [9.050875, -4.658173, 3.477564], [8.262304, -5.312387, -1.269931], [8.148025, -4.570655, 0.354505], [6.686628, -4.883609, -0.596921]], "forces_ev_per_a": [[-1.52, 0.17, -3.97], [2.21, 0.58, 5.78], [-0.67, -1.77, 0.03], [-0.11, 1.24, 0.20], [0.30, 1.14, 1.07], [-0.03, -2.06, -0.11], [2.04, 0.13, 0.01], [-0.84, 0.20, 0.25], [-1.38, -0.24, -4.07], [0.49, 0.17, 2.07], [-3.27, -1.26, 1.58], [1.74, 0.66, 0.10], [0.17, 2.22, 0.72], [1.74, -1.80, -1.61], [1.24, 3.93, -1.81], [-0.46, -1.36, -0.06], [-2.11, -1.53, -1.12], [1.38, -1.54, 0.85], [-0.31, -0.72, -0.15], [-0.38, 0.08, -0.61], [0.09, 0.78, -0.33], [-0.26, -0.15, -0.21], [0.28, 0.10, 0.06], [-0.59, -0.19, 0.06], [0.39, -0.31, 0.02], [-0.06, 0.60, 0.39], [0.04, 0.50, 0.06], [-0.15, 0.38, 0.44], [0.18, 0.09, 0.36], [0.16, 0.14, -0.29], [-2.53, -2.24, -1.59], [5.72, 2.97, 6.86], [-1.02, 0.00, -0.73], [-0.70, -0.89, -0.24], [0.27, 0.41, -0.47], [-1.96, -0.82, -3.52], [0.22, 0.27, 0.55], [0.00, 0.02, 0.12], [0.02, 0.03, -0.03], [0.05, 0.07, -0.13], [-0.17, -0.05, -0.03], [0.04, 0.07, 0.07], [-0.17, -0.16, -0.03], [0.17, 0.12, -0.04], [-0.09, 0.10, 0.01], [-0.12, -0.05, -0.36], [0.14, 0.14, -0.39], [-2.77, -1.96, -1.21], [5.82, 1.49, 6.29], [-0.89, -0.06, -0.91], [-0.52, -0.72, -0.11], [0.22, 0.37, -0.45], [-1.87, 0.26, -3.51], [0.12, 0.24, 0.63], [-0.01, 0.02, 0.13], [0.00, 0.01, 0.02], [0.06, 0.07, -0.16], [-0.15, -0.03, -0.03], [0.05, 0.08, 0.07], [-0.15, -0.12, -0.03], [0.15, 0.11, -0.04], [-0.07, 0.09, -0.03], [-0.10, 0.03, -0.33], [0.07, -0.34, 0.00], [-1.56, -0.43, -3.21], [-0.42, 3.33, 8.00], [0.15, -0.45, -1.18], [-0.69, -0.06, -0.70], [0.54, -0.33, 0.08], [1.45, -2.08, -3.04], [0.00, 0.52, 0.39], [-0.05, 0.11, 0.08], [0.11, -0.07, -0.02], [0.13, -0.10, 0.00], [-0.02, 0.04, -0.16], [0.03, 0.06, 0.07], [-0.11, 0.00, -0.17], [0.12, -0.06, 0.14], [0.09, 0.04, -0.07], [0.14, -0.22, -0.21], [0.21, -0.17, 0.35], [-2.58, -2.83, -0.30], [4.43, 8.69, -1.12], [0.09, -1.27, -0.30], [-1.12, -0.51, -0.20], [0.41, -0.22, 0.52], [-1.82, -3.30, 0.95], [0.41, 0.20, -0.19], [0.04, 0.05, -0.11], [0.03, -0.01, 0.04], [0.08, -0.10, 0.17], [-0.07, -0.14, -0.10], [0.09, 0.08, -0.02], [-0.19, -0.12, -0.09], [0.11, 0.03, 0.15], [0.05, -0.10, -0.03], [-0.13, -0.34, 0.19], [0.07, -0.14, 0.29], [-2.85, -1.86, -1.17], [4.56, 7.44, -0.27], [-0.58, -1.18, 0.05], [-0.89, -0.26, -0.34], [0.31, -0.26, 0.47], [-1.17, -3.67, 1.18], [0.42, 0.51, -0.37], [0.04, 0.08, -0.09], [0.02, -0.02, 0.03], [0.04, -0.08, 0.13], [-0.07, -0.11, -0.10], [0.09, 0.05, -0.01], [-0.15, -0.08, -0.10], [0.14, 0.02, 0.15], [0.05, -0.10, -0.03], [-0.10, -0.30, 0.19]], "gap_ha": 0.236, "homo_energy_ev": -9.45}


{"formula": "C6H7LiO6Tl", "method": "ωB97M-V/def2-TZVPD", "species": ["O", "C", "C", "O", "O", "C", "H", "H", "H", "H", "H", "Tl", "O", "C", "O", "Li", "O", "C", "H", "C", "H"], "positions_angstrom": [[2.683289, 0.449975, -0.483761], [3.124339, 1.479975, 0.308700], [2.385081, -0.793766, 0.125478], [2.267117, 2.331567, 0.668889], [4.324912, 1.458710, 0.579822], [2.065631, -1.801627, -0.910016], [1.531050, -0.684128, 0.819117], [3.257691, -1.131585, 0.722222], [-1.884933, -2.827640, -0.775423], [2.284310, -1.593249, -1.957477], [1.897496, -2.833469, -0.601769], [0.118204, 3.017953, 0.839705], [-2.027733, 0.278198, 0.120165], [-2.777673, 1.393928, 0.172637], [-3.992615, 1.389805, -0.066828], [-3.915212, 3.346094, 0.319597], [-2.127758, 2.447210, 0.444340], [-2.585954, -0.920706, -0.258325], [-3.499826, -0.840637, -0.846951], [-1.950566, -2.056681, 0.006459], [-1.176840, -2.109931, 0.773411]], "forces_ev_per_a": [[-1.30, -0.69, -1.05], [2.66, -0.68, 0.85], [0.32, 0.17, 0.11], [-0.42, 0.23, -0.05], [-0.92, 0.37, 0.01], [0.19, -0.17, -0.21], [0.11, 0.01, 0.04], [-0.21, 0.14, -0.06], [-1.12, -0.19, 0.93], [-0.11, -0.02, 0.37], [-0.03, 0.31, -0.09], [1.28, 1.00, 0.49], [-0.16, 0.21, 1.08], [-0.09, -0.24, -0.32], [-0.51, 0.20, 0.09], [0.36, -0.70, -0.10], [-1.47, 0.02, -0.15], [-0.16, -0.46, -0.73], [0.50, 0.11, -0.25], [0.98, 0.05, -0.52], [0.09, 0.34, -0.43]], "de_lowest_kcal_mol": 75.5, "spin_multiplicity": 2, "gap_ha": [0.232, 0.244], "homo_energy_ev": [-7.70, -8.03]}


{"formula": "C5H10N2O", "method": "ωB97M-V/def2-TZVPD", "species": ["C", "C", "C", "C", "C", "H", "H", "H", "H", "H", "H", "H", "H", "H", "H", "N", "N", "O"], "positions_angstrom": [[-0.679606, 0.131430, 0.143074], [-0.588012, 1.421203, -0.494864], [0.655271, 0.546587, 0.824851], [1.553975, -0.660820, 0.304590], [-0.170105, -0.809461, -0.917870], [-2.580303, -0.738084, -0.299626], [-2.444219, -0.266761, 1.616100], [-0.977029, 1.780786, 0.425588], [-1.285815, 1.408346, -1.549315], [1.034680, 2.570116, 0.005751], [0.950105, 0.593666, 1.934312], [2.217680, -0.207534, -0.640770], [2.257378, -1.171371, 1.156008], [0.234463, -0.358236, -1.814953], [-1.230057, -1.561620, -0.879571], [-1.865533, -0.564156, 0.609133], [0.756598, 1.635301, -0.233569], [0.619565, -1.665118, -0.217643]], "forces_ev_per_a": [[0.60, -2.27, -1.34], [-6.18, 2.07, -1.48], [2.61, -2.46, -0.08], [2.89, -1.00, 0.11], [-5.39, -4.19, 1.04], [2.24, 1.10, 3.75], [2.25, -0.52, -4.17], [-2.77, 3.10, -0.19], [2.39, 0.96, 2.64], [-0.13, 0.15, 0.36], [-1.13, 0.99, -1.56], [-1.45, -1.35, 2.61], [-1.67, 1.17, -2.20], [0.10, -0.12, -0.34], [3.07, 1.90, -2.16], [-4.32, 0.84, 1.73], [2.97, -1.04, 0.36], [3.94, 0.66, 0.90]], "de_lowest_kcal_mol": 179.4, "gap_ha": 0.352, "homo_energy_ev": -8.65}


Taking the records one at a time from the top gives calculated total energy values of -1209.15472 -5414.72215 -864.24810 -380.99953 Ha.